C6H40NO14 | wB97M-V/def2-TZVPD

XYZ file:
```
61
Properties=species:S:1:pos:R:3:mulliken_spin:R:1
O 0.48 -5.02 -0.09 0.000
O 2.93 0.17 2.12 0.100
O -1.94 0.33 -3.72 0.000
O -0.88 -4.29 2.16 0.000
O 2.87 2.37 -0.27 0.001
O -1.34 2.93 0.77 0.006
O -0.24 2.06 -3.93 0.000
O -4.13 0.75 -2.18 0.000
O -0.56 4.20 -1.54 0.000
O 0.91 2.02 -1.77 0.004
O 3.97 0.03 -0.43 0.003
O -2.40 -1.96 -2.41 0.000
O 0.08 1.69 3.84 0.000
O 1.81 -3.10 3.15 0.007
N 0.35 -1.18 1.00 0.562
C -1.40 -0.82 2.60 0.004
C 1.65 -1.29 -1.13 0.043
C -2.18 1.77 0.75 0.010
C -0.62 -0.16 1.48 -0.007
C -1.51 0.46 0.38 0.075
C 1.46 -0.71 0.28 0.035
H 2.43 -0.78 0.93 0.143
H -4.25 -0.11 -1.76 0.000
H 0.08 -4.29 2.09 0.000
H -0.27 3.27 -1.63 0.000
H -0.26 2.55 3.57 0.000
H -1.07 -3.41 2.51 -0.001
H 1.87 -2.70 2.27 0.000
H 1.45 0.37 0.11 0.051
H 1.00 -2.15 -1.24 0.003
H -3.06 1.93 0.11 0.005
H -0.89 0.72 -0.49 -0.005
H -0.03 0.73 1.76 0.001
H 4.73 0.58 -0.68 0.000
H -2.15 -1.24 -3.04 0.000
H 0.19 4.73 -1.27 0.000
H 0.97 -3.57 3.14 -0.002
H 1.33 -0.55 -1.89 0.008
H 2.08 2.17 -0.91 -0.001
H -0.17 -1.90 0.48 -0.008
H -3.25 0.68 -2.61 0.000
H -2.11 -1.64 -1.56 0.002
H -2.49 0.76 -4.39 0.000
H 0.51 1.26 -1.36 -0.004
H 0.29 -4.27 -0.67 0.000
H -1.17 1.10 -3.62 0.000
H 2.67 2.89 0.51 0.000
H -2.40 1.79 1.84 -0.001
H -2.29 -0.21 0.00 -0.005
H -1.07 3.32 -0.10 0.000
H 3.25 0.68 -0.60 -0.001
H 2.11 0.66 2.02 -0.011
H -0.60 -1.18 3.28 -0.001
H -1.99 -1.70 2.38 -0.001
H -0.38 -5.08 0.36 0.000
H 2.70 -1.35 -1.39 -0.005
H -1.90 -0.13 3.29 0.000
H 0.40 2.10 -3.08 0.000
H 0.16 1.96 -4.80 0.000
H 3.31 0.09 1.20 -0.010
H 0.97 1.66 4.19 0.000
```

The expectation value of S² is 0.76. As for the LUMO energy (alpha / beta): -0.1 / -4.7 eV. Its multiplicity is 2. The value obtained for the total energy is -37021.1098 eV. The HOMO-LUMO gap (alpha / beta) is 10.294 / 5.699 eV. The highest occupied orbital energy (alpha / beta) comes out at -10.43 / -10.43 eV. The energy above the lowest of the compared OMol25 structures with the same formula, charge and spin is 4.220 eV. The max |F| is 3.31 eV/A.